Entry 1:
89
Properties=species:S:1:pos:R:3:mulliken_charge:R:1 method="wB97M-V/def2-TZVPD" lumo_ev="-3.73 / -3.73" max_force_ev_per_a=2.21 relative_energy_kj_mol=39.8 e_tot_ha=-2108.5868 e_homo_ev="-9.16 / -9.16" orbital_gap_ev="5.4 / 5.4" charge=+1
Pd 0.0177 0.6490 -0.3200 0.63
C 4.6666 0.4619 -0.2736 -1.33
C 4.9993 1.7326 -0.7241 -0.89
C 3.9843 2.6525 -0.8967 -0.83
C 2.6688 2.2797 -0.6193 -0.08
N 2.3492 1.0332 -0.2298 1.63
C 3.3335 0.1610 -0.0494 -0.68
C 1.5683 3.2334 -0.7364 0.68
C 1.7479 4.5932 -0.4757 -0.76
C 0.6883 5.4600 -0.6342 -0.79
C -0.5274 4.9433 -1.0794 -0.79
C -0.6322 3.5843 -1.2922 -0.31
N 0.3740 2.7266 -1.1021 -0.06
H 5.4265 -0.2840 -0.1001 0.60
H 6.0265 1.9940 -0.9258 0.45
H 4.1954 3.6446 -1.2606 0.62
H 3.0538 -0.8193 0.3076 0.78
H 2.7059 4.9511 -0.1319 0.47
H 0.7995 6.5120 -0.4311 0.46
H -1.3741 5.5862 -1.2565 0.50
H -1.5538 3.1497 -1.6556 0.34
C -3.1993 0.8206 -2.8417 -1.59
C -3.5513 1.3017 -1.4337 0.55
C -5.0473 1.2267 -1.1496 -1.50
P -2.3732 0.4448 -0.2513 1.51
C -3.1199 0.5558 1.4464 0.44
C -3.1089 2.0011 1.9287 -1.42
C -2.2493 -0.3218 2.3418 -1.34
C -2.5426 -1.3298 -0.6179 -1.03
C -3.7468 -1.9997 -0.7396 -0.11
C -3.8022 -3.3404 -1.1108 0.32
C -5.1002 -4.0676 -1.2512 -1.73
C -2.5996 -4.0062 -1.3726 -1.13
C -1.3884 -3.3841 -1.2168 -0.52
C -1.3177 -2.0303 -0.7997 -0.41
N -0.1577 -1.4172 -0.5446 1.00
C 1.0564 -2.0788 -0.6040 0.28
C 1.4830 -2.8470 0.4952 0.46
C 0.6210 -2.9293 1.7170 -1.45
C 2.7036 -3.4935 0.4228 -0.90
C 3.5172 -3.4036 -0.7022 0.66
C 4.8302 -4.1181 -0.7286 -1.53
C 3.0930 -2.6144 -1.7656 -0.88
C 1.8815 -1.9459 -1.7348 0.74
C 1.4292 -1.0646 -2.8601 -1.31
H -3.6605 1.4579 -3.5943 0.49
H -3.5514 -0.1983 -2.9986 0.35
H -2.1145 0.8346 -2.9878 0.27
H -3.2755 2.3617 -1.3475 0.50
H -5.4581 0.2430 -1.3564 0.32
H -5.5591 1.9362 -1.8001 0.47
H -5.2687 1.4992 -0.1203 0.35
H -4.1413 0.1633 1.4241 0.81
H -2.0940 2.3972 1.8746 0.08
H -3.4466 2.0518 2.9629 0.49
H -3.7558 2.6373 1.3276 0.34
H -1.2041 -0.0124 2.2423 -0.16
H -2.3310 -1.3695 2.0505 0.25
H -2.5472 -0.2279 3.3845 0.62
H -4.6701 -1.4777 -0.5343 0.20
H -5.9458 -3.4429 -0.9755 0.35
H -5.1024 -4.9590 -0.6246 0.37
H -5.2348 -4.3978 -2.2814 0.35
H -2.6300 -5.0390 -1.6894 0.43
H -0.4684 -3.9167 -1.4083 0.61
H 0.3103 -1.9277 2.0184 -0.02
H 1.1608 -3.3984 2.5353 0.47
H -0.2784 -3.5120 1.5125 0.35
H 3.0304 -4.0857 1.2640 0.49
H 4.7388 -5.1003 -0.2726 0.39
H 5.5738 -3.5584 -0.1596 0.25
H 5.1939 -4.2343 -1.7451 0.42
H 3.7148 -2.5232 -2.6430 0.44
H 2.2472 -0.8773 -3.5506 0.48
H 1.0563 -0.0998 -2.4649 -0.03
H 0.6088 -1.5326 -3.4058 0.32
C 2.6821 1.4719 3.6893 -0.85
C 2.1146 2.7610 3.0837 -0.44
C 0.7169 2.3240 2.6548 -0.51
O 0.8739 0.9905 2.2001 0.40
C 1.8058 0.3622 3.0777 -0.39
H 2.5886 1.4827 4.7742 0.27
H 3.7320 1.3310 3.4421 0.34
H 2.6915 3.0578 2.2092 0.01
H 2.0929 3.5873 3.7888 0.50
H 0.3030 2.9152 1.8322 -0.08
H 0.0322 2.3551 3.5155 0.48
H 2.3855 -0.3547 2.4950 0.08
H 1.2584 -0.1758 3.8598 0.45

Entry 2:
56
Properties=species:S:1:pos:R:3:mulliken_charge:R:1 method="wB97M-V/def2-TZVPD" lumo_ev=2.64 max_force_ev_per_a=4.42 relative_energy_kj_mol=415.6 e_tot_ha=-4403.6480 e_homo_ev=-1.80 orbital_gap_ev=4.4 charge=-1
C 5.7089 -2.9333 2.7310 -0.85
O 4.8045 -1.8379 2.9740 -0.45
C 3.5016 -1.9198 2.5919 0.75
C 2.7298 -0.7339 2.6606 -0.99
C 1.4489 -0.7015 2.1324 0.36
C 0.8537 -1.8677 1.6475 0.08
N -0.5187 -1.9573 1.3228 0.61
C -1.3566 -0.9752 0.7623 1.38
N -2.6316 -1.3901 1.1166 0.29
C -3.8598 -0.6344 0.9645 -1.12
C -2.6012 -2.6864 1.5360 -0.89
C -1.2956 -3.0561 1.6331 -0.42
C 1.5796 -3.0683 1.6731 -0.88
C 2.8927 -3.1135 2.1347 -0.61
H 6.6967 -2.4867 2.8488 0.25
H 5.5653 -3.7218 3.4780 0.31
H 5.6027 -3.3530 1.7226 0.35
H 3.1764 0.1617 3.0933 0.40
H 0.8977 0.2327 2.1781 0.42
H -3.6366 0.4282 0.8210 0.33
H -4.4304 -1.0069 0.1002 0.30
H -4.4590 -0.7528 1.8784 0.43
H -3.4943 -3.2327 1.8057 0.46
H -0.8918 -3.9885 1.9891 0.38
H 1.1187 -3.9974 1.3370 0.35
H 3.4482 -4.0553 2.1294 0.34
O 1.7946 -0.9193 -1.1757 -0.45
C 0.7079 -0.5272 -1.0993 -0.34
Co -0.9739 -0.0994 -0.9084 1.99
C -1.5982 -1.6358 -1.7253 -0.50
O -2.1305 -2.6297 -1.9923 -0.37
C -1.0911 0.5042 0.8010 -1.69
O -1.0527 1.2218 1.7644 -0.72
C -0.9160 1.6626 -1.5358 -0.07
C 0.1612 2.6271 -1.6417 0.28
C 0.7352 3.2269 -0.5046 0.22
C 1.8161 4.0907 -0.6631 -0.91
C 2.2694 4.4121 -1.9508 -0.38
C 1.6701 3.8505 -3.0862 -0.77
C 0.6093 2.9584 -2.9317 -0.47
C -1.5854 0.8007 -2.4346 0.85
C -1.4105 -0.1270 -3.4430 -1.05
Co -2.7066 1.6286 -1.3669 0.76
C -2.6815 2.7149 0.0119 0.08
O -2.6995 3.5357 0.8302 -0.41
C -3.9372 0.5249 -1.9158 -0.21
O -4.7955 -0.1361 -2.3397 -0.43
C -3.7061 2.8129 -2.1393 -0.01
O -4.4344 3.5692 -2.6301 -0.41
H 0.3273 2.9920 0.4806 0.40
H 2.3024 4.5137 0.2182 0.37
H 3.1003 5.1065 -2.0759 0.37
H 2.0165 4.0953 -4.0971 0.35
H 0.1238 2.5059 -3.8015 0.33
H -2.3175 -0.4526 -3.9582 0.27
H -0.4473 -0.1797 -3.9507 0.31